The following is a quantum chemistry calculation of 13 unconnected molecules or ions with the total composition C52H98F6O37 in a non-equilibrium geometry, from the Open Molecules 2025 dataset.

Results
Kohn-Sham gap: 10.58 eV
Calculated total energy: -5423.35331 a.u.
LUMO: 0.34 eV

Geometry as XYZ:
```
193
Properties=species:S:1:pos:R:3:forces:R:3
C -3.514 7.032 0.644 0.15 -0.64 -0.49
C -2.417 6.476 -0.231 1.94 0.55 -0.13
O -1.750 5.348 0.365 -1.10 -1.28 -0.39
C -0.753 5.485 1.230 -0.43 0.68 -0.66
O -0.276 6.536 1.548 0.51 0.37 0.54
O -0.398 4.274 1.605 0.44 -1.10 -0.11
C 0.661 4.158 2.551 -0.06 1.09 1.32
H -3.163 7.354 1.621 0.15 0.06 -0.05
H -4.215 6.204 0.770 -0.31 0.29 0.16
H -3.981 7.862 0.115 -0.18 0.00 0.14
H -1.590 7.154 -0.469 -0.38 0.57 0.33
H -2.721 6.136 -1.220 -0.51 -0.29 0.25
H 0.287 4.584 3.488 0.09 -0.09 0.07
H 1.535 4.760 2.304 -0.01 -0.16 -0.45
H 0.926 3.127 2.758 -0.27 -0.20 -0.61
C 3.851 2.291 0.987 -0.40 0.44 -0.21
C 5.036 2.538 1.898 0.76 -1.02 -0.78
O 4.604 3.299 3.016 -0.10 0.37 -0.29
C 5.344 3.231 4.125 -1.38 -0.66 0.17
O 6.394 2.684 4.243 0.99 0.10 -0.21
O 4.688 3.732 5.165 0.61 0.21 0.97
C 3.296 3.923 5.187 -1.44 0.24 -0.73
H 2.955 2.080 1.568 0.08 -0.12 0.09
H 3.978 1.462 0.291 0.34 -0.12 0.17
H 3.624 3.152 0.353 0.09 0.16 0.15
H 5.889 2.989 1.382 -0.28 0.61 0.04
H 5.496 1.599 2.219 -0.45 -0.08 0.40
H 2.886 3.817 6.189 0.64 -0.02 0.24
H 2.746 3.204 4.575 0.34 -0.11 -0.07
H 3.019 4.914 4.817 0.21 0.04 0.01
C 7.017 -0.942 -4.754 -0.70 1.72 0.07
C 5.955 -0.655 -3.711 -0.31 -0.97 1.02
O 5.049 0.336 -4.199 0.75 0.44 -0.78
C 4.145 0.888 -3.394 -0.45 -1.13 -0.69
O 3.738 0.379 -2.392 0.09 0.18 0.89
O 3.595 1.978 -3.913 0.03 0.34 0.12
C 4.082 2.556 -5.124 0.59 0.61 -0.11
H 6.552 -0.993 -5.738 0.04 -0.56 0.01
H 7.605 -1.812 -4.486 0.11 0.00 -0.12
H 7.597 -0.015 -4.782 0.59 -0.40 -0.15
H 6.386 -0.285 -2.778 0.12 0.02 -0.08
H 5.421 -1.570 -3.435 -0.28 0.15 -0.13
H 4.938 2.039 -5.545 -0.35 -0.40 -0.07
H 4.468 3.556 -4.913 -0.37 0.08 0.21
H 3.249 2.628 -5.815 0.01 -0.11 -0.12
C -6.769 5.885 3.133 0.84 -0.56 -0.14
C -6.332 4.502 3.620 0.20 0.98 0.81
O -6.632 3.545 2.622 -0.62 0.42 -0.60
C -6.218 2.291 2.787 -0.27 0.36 0.72
O -5.426 1.962 3.632 0.35 -0.60 -0.20
O -6.882 1.553 1.922 -0.36 0.04 -0.82
C -6.505 0.185 1.723 0.61 0.18 0.60
H -6.201 6.050 2.215 -0.48 0.23 -0.27
H -6.418 6.655 3.820 -0.13 -0.11 0.23
H -7.843 5.977 3.001 -0.01 -0.04 -0.20
H -6.826 4.270 4.565 -0.12 -0.36 -0.08
H -5.264 4.535 3.834 0.08 -0.23 -0.14
H -6.748 -0.352 2.640 0.15 -0.23 -0.17
H -5.437 0.169 1.499 -0.01 -0.30 0.10
H -7.030 -0.212 0.861 -0.23 0.27 0.04
C 6.364 -0.438 4.521 0.72 0.11 0.50
C 5.549 -0.416 5.796 -0.68 0.14 1.10
O 4.155 -0.641 5.502 0.05 -0.04 -0.88
C 3.222 -0.118 6.299 0.46 -0.78 -0.64
O 3.426 0.552 7.257 0.13 0.79 0.99
O 2.012 -0.484 5.913 -0.46 0.34 -0.15
C 1.823 -1.178 4.672 0.03 -0.85 0.59
H 7.132 0.333 4.588 0.03 -0.04 0.05
H 5.796 -0.176 3.632 -0.28 -0.27 0.08
H 6.885 -1.389 4.414 -0.24 -0.10 -0.34
H 5.641 0.505 6.378 -0.08 0.19 -0.45
H 5.763 -1.194 6.536 0.59 -0.13 -0.40
H 2.200 -2.200 4.765 0.04 0.03 0.06
H 2.333 -0.726 3.829 -0.35 0.39 0.01
H 0.740 -1.234 4.612 0.03 0.20 -0.56
C -1.699 -2.937 2.066 0.04 -1.54 -0.82
C -2.864 -2.693 1.132 -1.16 -0.32 0.29
O -2.437 -2.115 -0.092 0.83 0.14 0.41
C -3.220 -1.308 -0.777 -0.12 -0.01 -0.29
O -4.396 -1.120 -0.610 -0.32 -0.06 0.24
O -2.467 -0.743 -1.716 0.13 0.25 -0.36
C -3.138 -0.257 -2.873 0.50 0.59 -0.95
H -0.977 -2.134 2.185 -0.51 0.41 0.43
H -1.104 -3.777 1.685 0.01 0.13 -0.25
H -2.140 -3.386 2.959 0.28 0.65 0.45
H -3.679 -2.149 1.621 0.39 0.76 -0.24
H -3.402 -3.618 0.888 0.49 -0.26 -0.03
H -3.111 -1.039 -3.633 -0.65 -0.23 0.16
H -2.561 0.538 -3.350 0.49 0.00 0.61
H -4.102 0.206 -2.689 -0.28 -0.64 0.26
C 5.804 -1.197 -0.041 0.20 0.18 0.99
C 4.965 -2.460 0.045 -0.30 1.50 -0.48
O 5.688 -3.567 0.563 -0.22 -0.22 0.59
C 6.378 -4.388 -0.214 -0.62 0.55 -0.98
O 6.841 -5.417 0.146 0.56 -0.73 0.48
O 6.424 -3.924 -1.477 0.36 0.67 -0.16
C 7.110 -4.729 -2.420 -0.01 -1.37 0.06
H 6.041 -0.885 0.982 0.32 -0.10 -0.05
H 5.223 -0.363 -0.435 -0.05 -0.22 -0.41
H 6.736 -1.337 -0.585 -0.08 0.02 -0.15
H 4.501 -2.611 -0.930 0.09 -0.66 0.09
H 4.175 -2.241 0.763 -0.08 -0.41 0.05
H 8.067 -5.124 -2.072 0.00 0.47 0.30
H 7.265 -4.168 -3.336 -0.27 0.15 0.07
H 6.508 -5.632 -2.578 0.00 0.19 -0.39
C -5.130 2.285 -0.803 -0.43 -0.15 0.05
C -4.185 2.962 -1.760 0.35 -0.73 -0.95
O -2.842 2.657 -1.355 -0.10 0.34 0.36
C -1.858 3.325 -1.950 0.18 -0.09 0.61
O -1.982 4.188 -2.783 0.18 -0.03 -0.13
O -0.735 2.864 -1.406 0.13 -0.42 0.02
C 0.483 3.528 -1.684 0.14 1.01 -0.27
H -4.880 2.416 0.251 0.19 0.38 -0.09
H -5.175 1.206 -0.955 0.10 0.02 -0.12
H -6.134 2.683 -0.956 -0.02 -0.02 0.07
H -4.364 4.023 -1.925 0.27 0.13 0.48
H -4.222 2.506 -2.756 -0.64 0.13 -0.04
H 0.375 4.581 -1.411 0.07 0.01 -0.08
H 0.766 3.475 -2.735 -0.16 -0.16 0.06
H 1.286 3.109 -1.084 -0.28 -0.36 0.13
C 1.011 -1.594 -0.897 0.51 0.64 -0.27
C 0.989 -0.086 -0.720 -0.37 0.20 0.19
O -0.117 0.261 0.157 -0.45 -0.03 -0.68
C 0.124 0.573 1.402 0.20 0.29 0.38
O 1.205 0.585 1.943 0.07 -0.17 0.08
O -0.977 0.904 2.081 -0.26 -0.47 0.26
C -2.137 1.325 1.366 -0.13 1.11 -1.22
H 0.304 -1.905 -1.659 -0.28 -0.06 0.22
H 0.800 -2.049 0.069 0.13 -0.32 -0.11
H 2.003 -1.852 -1.276 0.03 -0.23 0.21
H 0.768 0.429 -1.651 0.03 0.00 -0.05
H 1.889 0.337 -0.281 0.12 -0.23 -0.03
H -2.983 1.446 2.036 0.26 -0.14 0.37
H -2.436 0.762 0.482 0.28 -0.77 0.42
H -1.890 2.278 0.896 -0.18 0.25 0.39
C -7.629 -0.515 9.000 -0.08 0.07 -0.28
C -7.608 -0.588 7.483 -1.04 -0.67 0.49
O -6.271 -0.778 7.055 0.79 0.07 0.61
C -6.060 -0.774 5.746 -1.02 0.37 0.38
O -6.948 -0.684 4.950 -0.67 -0.15 -1.14
O -4.787 -0.853 5.499 1.41 -0.37 0.30
C -4.380 -1.116 4.165 -0.36 0.07 -0.85
H -8.640 -0.266 9.325 0.05 0.25 -0.02
H -6.913 0.219 9.365 -0.06 -0.06 0.18
H -7.438 -1.505 9.415 0.37 0.10 0.06
H -8.081 0.259 6.986 0.30 0.14 0.06
H -8.214 -1.470 7.243 0.17 0.10 -0.48
H -5.100 -1.754 3.650 -0.01 -0.22 0.24
H -3.407 -1.595 4.192 0.04 0.06 0.22
H -4.347 -0.203 3.572 0.17 0.19 0.29
C 1.320 -5.773 0.071 0.43 -0.65 0.29
C 2.600 -5.315 -0.614 -1.45 1.20 0.57
O 3.123 -6.354 -1.416 0.97 -0.28 0.24
C 3.194 -6.167 -2.731 -0.83 0.73 0.02
O 2.597 -5.312 -3.332 0.14 0.01 -0.39
O 3.989 -7.082 -3.251 0.19 -1.11 0.45
C 3.994 -7.269 -4.655 0.27 0.70 -0.76
H 1.497 -6.605 0.758 0.19 0.09 0.05
H 0.619 -6.166 -0.660 -0.25 0.33 -0.16
H 0.898 -4.956 0.655 -0.14 0.04 -0.17
H 3.308 -4.933 0.124 0.46 -0.69 -0.06
H 2.324 -4.421 -1.176 0.22 -0.30 -0.59
H 4.595 -6.466 -5.088 -0.13 -0.07 -0.21
H 3.006 -7.256 -5.113 -0.12 0.14 0.32
H 4.465 -8.218 -4.893 0.06 -0.06 0.41
C -4.759 -5.284 -6.421 0.39 0.46 1.38
C -3.290 -5.679 -6.267 0.01 -0.64 -1.97
O -2.759 -5.578 -4.959 -0.14 0.05 0.90
C -2.330 -4.374 -4.566 0.15 -1.36 -0.82
O -2.271 -3.427 -5.280 -0.04 0.99 0.24
C -1.845 -4.452 -3.100 0.22 0.37 -0.63
F -2.878 -4.135 -2.313 0.05 -0.10 0.33
F -1.386 -5.660 -2.795 -0.23 -0.12 0.23
F -0.855 -3.587 -2.912 -0.16 0.16 0.14
H -4.944 -4.231 -6.628 0.24 -0.07 -0.54
H -5.193 -5.388 -5.421 -0.22 -0.42 -0.14
H -5.256 -5.967 -7.102 -0.13 0.22 -0.15
H -2.606 -5.232 -6.993 -0.20 0.68 0.28
H -3.213 -6.722 -6.579 0.00 -0.23 0.76
C 0.117 3.765 -5.583 0.53 -0.10 -0.35
C -0.946 2.715 -5.866 -0.75 2.05 0.25
O -0.428 1.458 -6.265 0.13 -0.13 -0.93
C -0.040 0.622 -5.325 -0.99 0.21 -0.23
O -0.121 0.829 -4.160 0.33 -0.01 1.23
C 0.423 -0.723 -5.895 0.41 0.26 0.63
F 1.765 -0.690 -5.942 0.29 -0.06 -0.42
F 0.086 -1.702 -5.077 -0.20 -0.23 0.15
F -0.073 -0.964 -7.093 0.05 -0.15 -0.48
H 0.731 3.501 -4.723 -0.01 0.07 -0.03
H -0.307 4.759 -5.446 -0.37 -0.22 0.39
H 0.767 3.913 -6.450 0.09 -0.38 -0.02
H -1.564 3.122 -6.668 0.21 -0.60 -0.49
H -1.661 2.680 -5.042 0.38 -0.63 0.32
```
Forces are in eV/Å.

The following is a quantum chemistry calculation of 13 unconnected molecules or ions with the total composition C52H98O26 in a non-equilibrium geometry, from the Open Molecules 2025 dataset.

Results
Kohn-Sham gap: 9.39 eV
Calculated total energy: -3996.19053 a.u.
LUMO: 0.07 eV

Geometry as XYZ:
```
176
Properties=species:S:1:pos:R:3:forces:R:3
C -3.188 1.413 -2.514 0.60 0.16 0.08
O -2.989 0.032 -2.751 -0.12 -0.20 -0.27
C -4.056 -0.797 -2.315 0.44 -0.82 0.36
C -3.706 -2.286 -2.528 0.31 0.92 -1.67
O -2.578 -2.698 -1.795 -0.46 -0.09 0.34
C -2.007 -3.912 -2.289 0.56 0.76 0.87
H -2.459 1.977 -3.097 0.02 -0.21 -0.27
H -2.938 1.664 -1.484 -0.46 -0.02 0.33
H -4.177 1.780 -2.790 -0.22 -0.24 0.06
H -4.950 -0.557 -2.890 -0.25 -0.09 -0.01
H -4.256 -0.642 -1.255 -0.09 0.25 0.27
H -3.451 -2.385 -3.583 0.25 0.21 -0.47
H -4.581 -2.935 -2.499 -0.23 -0.08 1.03
H -2.703 -4.748 -2.233 -0.05 0.00 -0.21
H -1.163 -4.076 -1.619 -0.04 -0.36 0.07
H -1.556 -3.760 -3.270 -0.40 -0.10 -0.38
C -0.548 8.542 -4.076 -0.50 -0.71 0.06
O 0.820 8.411 -4.232 2.18 -0.17 -1.40
C 1.239 7.786 -5.464 -0.82 -1.91 0.68
C 0.821 6.236 -5.562 0.17 1.25 0.50
O 1.328 5.513 -4.454 0.24 1.80 0.04
C 0.959 4.180 -4.479 0.61 -0.57 -0.61
H -0.711 9.243 -3.257 -0.16 -0.08 -0.12
H -0.950 7.559 -3.832 -0.44 -0.04 0.34
H -1.060 8.854 -4.987 -0.01 0.41 -0.18
H 2.321 7.759 -5.597 0.10 0.43 0.85
H 0.880 8.351 -6.324 -0.49 -0.10 -0.12
H 1.203 5.818 -6.493 0.31 0.05 -0.28
H -0.258 6.085 -5.609 -0.36 0.24 0.07
H 1.419 3.673 -3.631 -0.57 0.11 0.12
H 1.405 3.736 -5.368 -0.05 -0.44 -0.36
H -0.122 4.076 -4.569 -0.22 -0.28 0.42
C -1.317 4.990 -1.282 0.81 -0.02 0.63
O -1.823 6.014 -0.415 0.43 -0.22 -0.01
C -2.148 5.624 0.946 -0.27 -0.33 -2.25
C -1.033 5.485 1.949 1.26 0.31 -0.60
O -0.151 4.360 1.748 -1.47 -0.30 -1.09
C 0.259 3.847 2.970 0.07 -0.60 -0.23
H -1.792 4.033 -1.065 -0.10 -0.09 -0.17
H -0.239 4.862 -1.188 0.17 -0.19 0.68
H -1.348 5.239 -2.343 -0.99 0.45 0.08
H -2.698 4.688 0.861 -0.06 -0.38 0.27
H -2.890 6.389 1.172 0.31 0.06 0.80
H -1.494 5.473 2.937 0.07 -0.12 0.20
H -0.313 6.300 1.869 -0.52 0.77 0.22
H 0.937 4.593 3.384 -0.19 -0.21 1.08
H 0.778 2.894 2.866 0.46 0.13 -0.58
H -0.631 3.517 3.507 0.01 0.64 0.94
C 1.961 -0.553 3.583 -1.13 0.35 -0.90
O 3.201 -0.888 3.018 1.34 0.24 0.56
C 4.276 -0.419 3.849 0.44 -0.27 -0.14
C 5.723 -0.788 3.409 -2.09 -0.48 -0.47
O 6.018 -2.169 3.303 0.18 0.30 -0.63
C 5.814 -3.004 4.416 0.20 0.33 0.23
H 1.798 0.520 3.689 0.55 0.33 0.59
H 1.705 -1.084 4.500 0.21 0.02 0.13
H 1.194 -0.749 2.833 -0.04 -0.65 -0.01
H 4.110 -0.736 4.878 -0.09 -0.24 0.19
H 4.290 0.670 3.875 -0.24 0.32 -0.06
H 6.344 -0.205 4.089 0.50 -0.30 0.15
H 5.839 -0.420 2.389 0.28 0.14 0.03
H 4.807 -3.419 4.448 -0.25 0.18 0.08
H 6.034 -2.432 5.318 -0.08 -0.25 0.36
H 6.501 -3.847 4.338 0.09 0.13 -0.01
C -3.677 2.472 3.245 1.49 0.79 -0.52
O -4.840 1.761 3.544 0.55 0.93 0.35
C -5.172 0.808 2.595 -0.38 -1.54 -0.95
C -5.961 1.330 1.356 0.03 0.36 2.01
O -5.078 2.092 0.531 -0.87 -0.82 0.27
C -5.793 2.809 -0.446 0.30 0.78 -0.30
H -3.712 2.984 2.283 -0.39 0.25 0.06
H -2.767 1.879 3.162 -0.10 -0.93 -0.01
H -3.383 3.177 4.023 -0.80 0.19 0.23
H -5.661 0.076 3.238 -1.03 -0.19 -0.71
H -4.334 0.219 2.222 0.79 0.35 -0.01
H -6.755 1.905 1.832 0.00 1.06 -0.18
H -6.586 0.602 0.838 0.74 -0.68 -0.48
H -6.256 3.707 -0.035 -0.30 -0.02 0.35
H -6.560 2.223 -0.952 0.01 -0.25 -0.02
H -5.083 3.195 -1.176 0.08 -0.28 -0.06
O -1.470 -0.369 3.683 -0.80 0.00 4.59
C -1.634 -0.344 4.933 0.90 0.36 -2.02
O -0.552 -0.408 5.783 0.37 0.04 -1.60
C -0.839 -0.472 7.186 -1.56 0.00 -0.83
C -2.322 -0.039 7.243 -0.20 0.25 1.11
C -2.878 -0.123 5.833 0.09 -0.50 -0.64
H -0.197 0.210 7.744 0.17 -0.23 -0.25
H -0.719 -1.521 7.457 0.17 0.14 0.32
H -2.450 0.965 7.647 0.34 0.15 -0.16
H -2.862 -0.656 7.961 -0.07 -0.21 -0.22
H -3.456 0.745 5.516 0.35 0.20 -0.11
H -3.611 -0.926 5.761 0.32 -0.35 -0.34
O 3.484 0.241 -3.464 0.95 0.58 3.93
C 3.879 0.559 -2.318 -0.82 0.23 -3.37
O 3.148 0.486 -1.199 -1.98 -1.06 -1.28
C 3.711 1.122 -0.073 0.97 -0.01 -0.25
C 5.195 1.063 -0.398 0.39 0.92 -0.01
C 5.201 1.158 -1.943 1.08 -1.03 0.71
H 3.445 0.480 0.767 -0.15 0.58 0.30
H 3.371 2.157 -0.047 -0.38 -0.12 0.40
H 5.578 0.138 0.034 0.34 -0.05 -0.50
H 5.763 1.905 -0.003 -0.07 -0.14 0.34
H 6.003 0.544 -2.353 -0.04 0.03 -0.21
H 5.373 2.167 -2.319 -0.42 0.01 0.03
O 3.022 -6.264 -4.327 -0.53 2.99 1.19
C 2.924 -5.031 -4.161 -0.91 -4.48 -1.42
O 3.789 -4.253 -4.747 1.55 0.63 -0.68
C 3.472 -2.861 -4.637 -0.30 -0.42 0.21
C 2.411 -2.852 -3.542 -0.30 2.08 0.29
C 1.813 -4.213 -3.542 0.49 -1.06 0.58
H 3.058 -2.534 -5.591 0.35 0.15 -0.02
H 4.416 -2.385 -4.372 -0.33 0.40 -0.17
H 1.623 -2.127 -3.742 0.21 0.30 -0.07
H 2.868 -2.527 -2.607 -0.06 -0.32 0.25
H 0.922 -4.238 -4.168 0.05 -0.32 -0.05
H 1.610 -4.627 -2.554 -0.25 0.10 -0.06
O 1.424 -1.686 -7.149 -0.05 0.37 0.29
C 0.649 -1.173 -6.393 -0.24 -0.58 0.15
O -0.497 -1.856 -6.020 0.35 0.61 0.66
C -1.343 -1.018 -5.177 0.56 0.87 -0.86
C -0.776 0.391 -5.370 -1.15 0.97 -0.30
C 0.673 0.187 -5.709 -0.17 -0.25 0.31
H -1.288 -1.188 -4.101 0.05 -0.97 -0.19
H -2.353 -1.118 -5.574 0.03 -0.09 0.36
H -0.934 1.008 -4.485 0.18 -0.12 0.04
H -1.262 0.929 -6.185 -0.25 -0.18 -0.18
H 1.170 0.157 -4.740 0.72 -0.33 -0.18
H 1.110 0.981 -6.315 0.07 -0.29 -0.01
O 0.243 1.885 -2.411 -0.48 0.32 0.02
C -0.143 1.169 -1.525 0.62 -0.26 -0.69
O -0.580 1.646 -0.346 0.74 0.50 -0.45
C -0.659 0.608 0.628 -0.29 -0.63 -0.39
C 0.047 -0.625 0.003 -1.03 0.78 -0.17
C -0.058 -0.338 -1.540 0.71 -0.74 2.44
H -1.737 0.497 0.743 0.06 -0.54 0.62
H -0.172 0.911 1.555 -0.27 0.26 -0.05
H -0.487 -1.517 0.331 0.34 -0.18 -0.13
H 1.091 -0.626 0.315 0.00 -0.23 0.02
H -0.919 -0.888 -1.919 0.09 0.42 -0.38
H 0.911 -0.647 -1.930 -0.38 0.12 -0.75
O -6.434 -3.829 0.123 1.61 0.05 0.62
C -5.372 -3.911 0.711 -1.91 0.12 0.20
O -4.450 -4.846 0.399 -0.27 -0.20 -0.39
C -3.371 -4.789 1.302 1.00 0.11 1.23
C -3.405 -3.398 1.900 -0.11 0.28 0.57
C -4.902 -3.102 1.954 0.02 -0.39 -2.07
H -2.421 -5.040 0.831 -0.24 0.14 -0.41
H -3.455 -5.459 2.158 -0.58 -0.66 -0.28
H -2.862 -2.745 1.217 -0.09 0.44 0.35
H -3.034 -3.397 2.925 0.66 0.19 -0.31
H -5.182 -2.065 1.770 0.00 -0.07 0.34
H -5.406 -3.517 2.827 0.05 0.11 0.05
O -0.599 -4.003 6.349 0.89 0.02 -1.48
C 0.062 -4.101 5.322 -0.73 -0.52 2.40
O -0.437 -3.865 4.128 -1.08 0.59 -0.31
C 0.540 -3.937 3.117 1.14 -0.24 -0.83
C 1.888 -4.157 3.790 0.31 -0.60 0.09
C 1.503 -4.546 5.207 0.11 0.59 0.71
H 0.607 -3.000 2.565 -0.69 -0.24 -0.24
H 0.385 -4.815 2.490 -0.65 0.44 -0.27
H 2.495 -3.255 3.713 0.13 -0.16 0.21
H 2.361 -4.988 3.267 0.40 0.26 0.07
H 2.035 -4.037 6.011 0.22 0.07 -0.14
H 1.581 -5.604 5.457 -0.15 -0.08 -0.27
O 1.851 -4.422 0.392 0.42 0.63 -0.31
C 2.936 -3.970 0.116 -0.57 -1.77 0.67
O 3.699 -4.608 -0.854 -0.84 0.48 0.51
C 4.986 -4.016 -0.935 -0.05 0.64 0.27
C 4.805 -2.699 -0.237 1.46 1.63 1.11
C 3.702 -2.854 0.799 0.18 -0.02 -1.30
H 5.294 -3.812 -1.960 -0.14 -0.65 -0.10
H 5.719 -4.620 -0.399 -0.05 -0.30 -0.25
H 4.623 -1.885 -0.938 -0.22 -0.07 -0.06
H 5.713 -2.461 0.317 0.28 0.28 -0.27
H 3.133 -1.947 1.001 -0.28 -0.25 -0.42
H 4.131 -3.076 1.777 -0.18 -0.71 -0.06
```
Forces are in eV/Å.